No. 1
Entry from OMol25: C21H26BrCaCl7F2NNaO9S2 as an isolated structure at a distorted geometry (ωB97M-V/def2-TZVPD).

```
71
C21H26BrCaCl7F2NNaO9S2 | OMol25 | ωB97M-V/def2-TZVPD
C 5.34 -0.37 -0.01
C 3.98 -1.09 -0.55
C 3.10 0.05 -1.30
C 3.24 0.04 -2.90
C 1.61 0.04 -0.75
C 1.28 1.04 0.41
C -0.10 1.17 1.11
C -1.25 0.28 0.61
C -0.98 -0.72 -0.58
C 0.43 -0.86 -1.23
Cl 0.67 -2.07 -2.56
C -2.28 -1.56 -1.04
O -2.22 -2.77 -1.41
C -3.65 -0.71 -1.02
C -4.74 -0.80 -2.11
C -6.03 0.09 -1.97
C -6.30 1.03 -0.76
C -5.21 1.12 0.34
C -3.92 0.27 0.18
C -2.72 0.35 1.25
O -2.93 0.50 2.49
H 5.06 0.29 0.91
H 5.66 0.36 -0.85
H 6.16 -1.10 0.29
H 3.43 -1.42 0.42
H 4.18 -2.00 -1.21
H 3.56 1.06 -0.95
H 3.44 -1.06 -3.20
H 2.23 0.32 -3.38
H 4.09 0.67 -3.31
H 2.12 1.72 0.79
H -0.32 1.88 1.98
H -4.59 -1.49 -3.01
H -6.80 0.03 -2.80
H -7.28 1.63 -0.77
H -5.39 1.83 1.22
C 3.56 3.00 3.59
Cl 3.49 4.72 3.17
Cl 2.90 2.72 5.22
Cl 2.68 2.03 2.40
H 4.61 2.68 3.58
Cl -3.39 2.81 2.66
Cl -7.88 -0.78 -0.03
C -9.22 -1.91 0.29
C -9.04 -3.23 -0.44
Cl -9.21 -3.05 -2.21
H -10.15 -1.42 0.01
H -9.24 -2.08 1.37
H -9.80 -3.94 -0.12
H -8.06 -3.67 -0.24
Ca 1.21 5.22 4.65
O 4.25 -4.31 -0.78
H 4.06 -4.06 0.13
H 3.40 -4.21 -1.23
O -8.35 0.91 -4.20
H -8.84 1.18 -4.98
H -8.47 -0.05 -4.16
N 9.07 -2.39 -2.69
S 9.23 -0.83 -2.59
O 10.53 -0.32 -2.22
O 8.09 -0.07 -2.12
F 9.20 -0.46 -4.15
S 9.14 -3.08 -1.28
O 9.33 -4.51 -1.35
O 8.21 -2.64 -0.27
F 10.54 -2.61 -0.70
Na 4.88 1.13 4.87
O -1.75 6.24 6.86
H -1.94 6.48 7.82
H -2.60 6.33 6.42
Br -3.34 6.41 8.40
```

Values from the calculation:
frontier orbital gap: 2.3 eV
highest occupied orbital energy: -7.1301 eV
spin multiplicity: 1

---

No. 2
Entry from OMol25: a 6-piece molecular cluster, ClH10O9 overall at a distorted geometry (ωB97M-V/def2-TZVPD).

```
20
ClH10O9 | OMol25 | ωB97M-V/def2-TZVPD
Cl 0.92 -0.24 -0.39
O 1.24 -1.53 -0.85
O -0.49 -0.08 -0.20
O 1.55 0.06 0.88
O 1.48 0.72 -1.37
O 4.78 -3.40 2.11
H 4.02 -3.08 1.63
H 5.51 -2.85 1.80
O 0.84 2.35 4.95
H 0.05 2.82 4.67
H 1.30 2.16 4.13
O 0.04 4.70 -1.09
H 0.38 3.86 -0.80
H -0.90 4.65 -0.94
O -4.52 -0.40 -3.58
H -4.93 0.43 -3.85
H -4.05 -0.17 -2.78
O -2.49 -3.63 -1.20
H -2.41 -3.66 -2.15
H -2.31 -2.72 -0.97
```

Values from the calculation:
energy relative to the best compared isomer or geometry (same formula, charge and spin): 21.2 kcal per mole
net charge: -1
frontier orbital gap: 8.8 eV
highest occupied orbital energy: -6.0336 eV
spin multiplicity: 1

---

No. 3
Entry from OMol25: C24H45O6P2SZr as an isolated structure (ωB97M-V/def2-TZVPD).

```
79
C24H45O6P2SZr | OMol25 | ωB97M-V/def2-TZVPD
Zr -0.36 0.09 -0.17
C -0.54 -2.34 -0.42
C 0.33 -2.06 0.67
C -0.45 -1.47 1.72
C -1.79 -1.36 1.26
C -1.85 -1.92 -0.05
C -3.10 -2.24 -0.80
C -2.95 -0.86 2.06
C 0.05 -1.09 3.08
C 1.80 -2.38 0.77
C -0.19 -3.05 -1.70
H -3.51 -3.18 -0.43
H -2.91 -2.37 -1.87
H -3.87 -1.48 -0.68
H -3.34 -1.66 2.69
H -3.76 -0.52 1.42
H -2.67 -0.05 2.73
H -0.09 -1.93 3.77
H -0.48 -0.24 3.49
H 1.11 -0.86 3.07
H 1.95 -3.28 1.37
H 2.35 -1.57 1.24
H 2.23 -2.56 -0.21
H -0.60 -4.06 -1.68
H 0.89 -3.13 -1.83
H -0.61 -2.54 -2.57
C 1.54 2.15 -5.13
C 1.49 2.96 -3.86
C 0.41 4.01 -3.83
O 1.20 2.03 -2.74
P 2.18 1.49 -1.68
O 1.61 0.23 -1.08
C 2.28 2.71 -0.34
P 0.84 2.75 0.75
O 0.60 1.39 1.35
O -0.39 3.02 -0.22
C -1.64 3.69 0.26
C -1.98 4.76 -0.74
C -2.70 2.63 0.43
O 1.02 3.84 1.82
C 1.45 5.26 1.62
C 0.51 6.12 2.42
C 2.89 5.35 2.07
O 3.55 1.35 -2.36
C 4.89 0.88 -1.87
C 5.69 2.09 -1.47
C 4.74 -0.16 -0.79
H 1.74 2.81 -5.97
H 0.58 1.67 -5.30
H 2.32 1.40 -5.08
H 2.47 3.40 -3.65
H -0.56 3.55 -3.99
H 0.58 4.74 -4.63
H 0.40 4.55 -2.88
H 2.48 3.70 -0.76
H 3.13 2.45 0.30
H -1.39 4.12 1.23
H -2.17 4.31 -1.72
H -1.18 5.49 -0.83
H -2.88 5.28 -0.43
H -2.95 2.17 -0.53
H -3.60 3.07 0.84
H -2.38 1.86 1.15
H 1.36 5.47 0.55
H 0.56 5.86 3.47
H -0.52 6.03 2.07
H 0.80 7.17 2.31
H 2.97 5.06 3.12
H 3.24 6.38 1.97
H 3.54 4.71 1.48
H 5.29 0.44 -2.78
H 5.31 2.54 -0.55
H 5.71 2.83 -2.27
H 6.72 1.78 -1.28
H 4.31 0.26 0.12
H 5.72 -0.55 -0.55
H 4.12 -0.99 -1.12
S -2.57 0.39 -3.14
C -1.64 0.24 -1.93
```

Values from the calculation:
net charge: +2
<S²>: 0.76
frontier orbital gap (alpha / beta): 6.4 / 7.9 eV
highest occupied orbital energy (alpha / beta): -12.4995 / -14.1879 eV
spin multiplicity: 2

---

No. 4
Entry from OMol25: a 12-piece molecular cluster, C63H110O9S3 overall at a distorted geometry (ωB97M-V/def2-TZVPD).

```
185
C63H110O9S3 | OMol25 | ωB97M-V/def2-TZVPD
O -3.45 8.46 0.90
S -2.77 7.49 1.73
O -2.78 7.67 3.15
O -3.29 5.96 1.45
C -4.40 5.78 0.54
C -4.33 4.45 -0.21
C -1.05 7.27 1.16
H -4.31 6.57 -0.22
H -5.37 6.01 0.98
H -5.02 3.71 0.19
H -3.32 4.03 -0.19
H -4.43 4.61 -1.28
H -1.08 7.26 0.07
H -0.66 6.35 1.58
H -0.52 8.19 1.39
O 0.94 3.98 0.53
S -0.14 3.03 0.58
O -1.21 2.98 -0.38
O 0.59 1.59 0.70
C -0.30 0.44 0.62
C 0.08 -0.25 -0.67
C -0.82 3.07 2.26
H -1.35 0.66 0.78
H -0.03 -0.11 1.53
H 0.16 0.56 -1.39
H -0.70 -0.92 -1.03
H 1.02 -0.81 -0.61
H 0.02 3.07 2.94
H -1.52 2.25 2.43
H -1.46 3.95 2.32
O 0.13 7.15 -3.33
S 1.04 8.26 -3.12
O 0.57 9.60 -3.12
O 1.85 8.01 -1.74
C 1.93 6.70 -1.16
C 3.36 6.21 -1.09
C 2.39 8.13 -4.35
H 1.34 5.95 -1.70
H 1.43 6.79 -0.20
H 3.31 5.12 -1.02
H 3.79 6.49 -0.13
H 3.98 6.57 -1.91
H 3.27 8.63 -3.96
H 2.02 8.63 -5.24
H 2.53 7.07 -4.55
C 2.55 4.35 4.86
C 1.99 3.60 5.89
C 0.62 3.67 6.14
C -0.18 4.54 5.42
C 0.42 5.33 4.42
C 1.73 5.12 4.05
H 3.62 4.30 4.73
H 2.64 3.04 6.55
H 0.17 2.98 6.84
H -1.24 4.66 5.59
H -0.25 6.00 3.88
H 2.11 5.72 3.22
C -4.04 0.66 -0.03
C -3.97 1.01 1.31
C -4.89 0.55 2.24
C -5.91 -0.30 1.79
C -5.93 -0.69 0.45
C -4.88 -0.36 -0.42
H -3.39 1.07 -0.79
H -3.32 1.80 1.67
H -4.91 1.00 3.22
H -6.68 -0.61 2.48
H -6.60 -1.52 0.26
H -4.86 -0.77 -1.42
C 5.28 0.11 1.32
C 5.15 -0.25 -0.02
C 4.14 0.33 -0.79
C 3.45 1.44 -0.34
C 3.64 1.86 0.96
C 4.53 1.18 1.79
H 5.97 -0.46 1.93
H 5.74 -1.07 -0.41
H 3.98 -0.09 -1.77
H 2.73 1.97 -0.95
H 3.00 2.62 1.39
H 4.58 1.46 2.83
C 2.19 -4.05 3.70
C 2.40 -2.87 2.98
C 2.90 -2.98 1.72
C 3.13 -4.22 1.10
C 2.97 -5.39 1.83
C 2.55 -5.28 3.17
H 2.01 -3.96 4.77
H 2.07 -1.92 3.38
H 3.07 -2.07 1.17
H 3.38 -4.23 0.05
H 3.17 -6.33 1.33
H 2.43 -6.20 3.74
C -3.85 -4.54 -2.07
C -3.87 -5.67 -2.88
C -3.28 -5.64 -4.13
C -2.58 -4.53 -4.58
C -2.61 -3.38 -3.77
C -3.13 -3.46 -2.48
H -4.44 -4.59 -1.16
H -4.31 -6.59 -2.50
H -3.23 -6.55 -4.72
H -2.10 -4.52 -5.54
H -2.12 -2.50 -4.16
H -2.95 -2.62 -1.81
C 5.32 2.73 -3.95
C 3.97 3.44 -3.78
C 2.68 2.69 -4.18
C 1.38 3.40 -3.91
C 0.11 2.57 -4.16
C 0.03 2.10 -5.65
H 5.24 1.76 -4.44
H 5.66 2.51 -2.94
H 6.04 3.36 -4.47
H 3.84 3.83 -2.77
H 3.90 4.37 -4.36
H 2.75 1.68 -3.75
H 2.75 2.45 -5.25
H 1.39 3.68 -2.85
H 1.37 4.27 -4.57
H -0.08 1.66 -3.60
H -0.71 3.29 -4.09
H 0.90 1.70 -6.16
H -0.81 1.41 -5.79
H -0.18 2.99 -6.26
C -1.17 -3.53 0.73
C -1.69 -4.94 0.49
C -0.69 -5.98 1.01
C -1.19 -7.40 0.72
C -0.37 -8.51 1.32
C 0.95 -8.84 0.62
H -1.91 -2.75 0.50
H -0.27 -3.32 0.15
H -0.90 -3.38 1.78
H -2.67 -5.12 0.92
H -1.73 -5.11 -0.59
H -0.58 -5.84 2.09
H 0.28 -5.76 0.54
H -2.22 -7.54 1.08
H -1.35 -7.58 -0.35
H -0.12 -8.29 2.37
H -0.94 -9.44 1.38
H 1.67 -8.02 0.50
H 1.45 -9.63 1.19
H 0.80 -9.18 -0.41
C 1.22 -0.77 -4.28
C 1.05 -2.11 -3.59
C 1.30 -3.28 -4.53
C 2.06 -4.46 -3.90
C 1.32 -5.15 -2.78
C 1.99 -6.43 -2.27
H 1.25 -0.02 -3.49
H 0.32 -0.54 -4.86
H 2.10 -0.69 -4.93
H 1.87 -2.11 -2.85
H 0.15 -2.27 -3.00
H 1.78 -3.01 -5.48
H 0.36 -3.69 -4.93
H 2.33 -5.14 -4.71
H 3.02 -4.07 -3.53
H 1.22 -4.43 -1.97
H 0.36 -5.47 -3.20
H 3.03 -6.22 -2.03
H 1.52 -6.72 -1.32
H 1.79 -7.33 -2.85
C -4.06 -3.80 4.89
C -2.65 -3.98 4.36
C -1.71 -2.77 4.57
C -2.21 -1.46 3.90
C -1.16 -0.32 3.86
C -1.46 0.72 4.93
H -4.60 -4.75 4.85
H -4.60 -3.16 4.18
H -4.11 -3.43 5.92
H -2.24 -4.95 4.68
H -2.71 -4.25 3.29
H -0.73 -3.03 4.18
H -1.68 -2.67 5.66
H -2.32 -1.79 2.86
H -3.17 -1.21 4.35
H -0.15 -0.73 3.80
H -1.27 0.09 2.84
H -2.21 1.46 4.65
H -1.63 0.15 5.84
H -0.54 1.28 5.11
```

Values from the calculation:
energy relative to the best compared isomer or geometry (same formula, charge and spin): 0.0 kcal per mole
SMILES: CCOS(C)(=O)=O.CCOS(C)(=O)=O.CCOS(C)(=O)=O.c1ccccc1.c1ccccc1.c1ccccc1.c1ccccc1.c1ccccc1.CCCCCC.CCCCCC.CCCCCC.CCCCCC
frontier orbital gap: 9.9 eV
highest occupied orbital energy: -9.3772 eV
spin multiplicity: 1